1.
{"formula": "C29H22Br2O3S", "method": "wB97M-V/def2-TZVPD", "species": ["Br", "C", "C", "C", "C", "C", "C", "C", "C", "C", "C", "C", "Br", "C", "C", "C", "C", "H", "H", "H", "H", "H", "H", "H", "H", "H", "H", "H", "C", "C", "C", "C", "S", "C", "C", "O", "C", "C", "C", "C", "C", "C", "O", "O", "C", "C", "H", "H", "H", "H", "H", "H", "H", "H", "H", "H", "H"], "coordinates": [[-6.135, 2.581, -3.519], [-4.518, 1.797, -2.947], [-4.456, 0.421, -2.664], [-3.244, -0.162, -2.300], [-2.046, 0.605, -2.250], [-0.763, -0.017, -2.066], [0.448, 0.639, -2.321], [1.690, 0.018, -2.215], [2.959, 0.665, -2.398], [4.156, -0.100, -2.500], [5.385, 0.503, -2.750], [5.470, 1.903, -2.858], [7.137, 2.728, -3.166], [4.313, 2.684, -2.708], [3.078, 2.079, -2.474], [-2.166, 2.010, -2.424], [-3.377, 2.596, -2.781], [-5.359, -0.178, -2.742], [-3.194, -1.225, -2.066], [-0.733, -1.074, -1.791], [0.416, 1.683, -2.649], [1.701, -1.061, -2.034], [4.098, -1.184, -2.376], [6.282, -0.097, -2.870], [4.388, 3.765, -2.782], [2.193, 2.701, -2.324], [-1.297, 2.643, -2.251], [-3.443, 3.667, -2.934], [-4.131, -2.833, 5.209], [-3.384, -1.658, 5.341], [-2.383, -1.352, 4.421], [-2.117, -2.247, 3.377], [-0.620, -2.013, 2.399], [-1.080, -1.014, 1.071], [-0.481, 0.295, 0.936], [-1.164, 1.321, 0.747], [1.017, 0.327, 0.981], [1.807, -0.823, 0.830], [3.192, -0.740, 0.964], [3.799, 0.501, 1.192], [3.020, 1.665, 1.213], [1.636, 1.576, 1.072], [0.233, -1.325, 3.340], [-0.255, -3.324, 1.903], [-2.943, -3.352, 3.160], [-3.946, -3.648, 4.087], [-4.853, -3.108, 5.980], [-3.556, -0.978, 6.175], [-1.792, -0.445, 4.527], [-2.135, -1.141, 0.822], [1.338, -1.772, 0.563], [3.777, -1.659, 0.904], [4.881, 0.554, 1.340], [3.482, 2.642, 1.352], [1.016, 2.474, 1.033], [-2.780, -3.981, 2.286], [-4.564, -4.533, 3.933]], "lowdin_charge": [0.777, -0.670, -0.101, 0.010, -0.199, 0.044, -0.050, 0.041, -0.204, -0.004, -0.104, -0.672, 0.778, -0.103, 0.003, 0.006, -0.099, 0.106, 0.126, 0.129, 0.106, 0.136, 0.126, 0.106, 0.106, 0.118, 0.117, 0.105, -0.090, -0.082, -0.056, -0.272, 0.633, -0.178, -0.487, -0.020, -0.182, -0.065, -0.077, -0.087, -0.081, -0.022, -0.315, -0.346, -0.066, -0.086, 0.101, 0.103, 0.116, 0.078, 0.105, 0.109, 0.102, 0.101, 0.118, 0.111, 0.101], "energy_ha": -6890.08487, "total_charge": 0, "relative_energy_kj_mol": 75.5, "gap_ev": 3.942, "e_homo_ev": -6.93}

2.
{"formula": "C13H12N2O3S", "method": "wB97M-V/def2-TZVPD", "species": ["N", "C", "O", "C", "C", "N", "C", "O", "C", "C", "C", "C", "O", "H", "H", "H", "H", "S", "C", "C", "C", "H", "H", "C", "H", "H", "C", "H", "H", "H", "H"], "coordinates": [[1.762, 2.835, 0.186], [0.815, 1.978, 0.023], [-0.330, 2.511, -0.054], [1.027, 0.526, -0.008], [-0.031, -0.551, -0.133], [-1.438, -0.142, 0.055], [-2.437, -1.147, 0.182], [-2.075, -2.183, -0.082], [-3.768, -0.472, -0.099], [-4.160, 0.746, -0.049], [-5.662, 0.880, -0.025], [-5.975, -0.562, -0.112], [-4.722, -1.551, -0.099], [-6.775, -1.113, 0.037], [-6.324, 1.464, -0.196], [-3.701, 1.668, 0.065], [-1.510, 0.797, 0.033], [0.431, -2.072, 0.128], [2.212, -1.355, -0.025], [2.198, -0.062, 0.139], [3.626, 0.289, -0.064], [3.838, 0.790, 1.161], [3.908, 1.149, -0.681], [4.343, -0.989, -0.080], [4.664, -0.917, -1.553], [5.409, -1.099, 0.313], [3.425, -2.359, 0.076], [3.633, -2.426, 1.042], [3.392, -3.030, -0.527], [2.688, 2.467, 0.266], [1.535, 3.933, 0.078]], "lowdin_charge": [0.161, -0.517, -0.035, -0.103, -0.430, 0.120, -0.427, 0.082, -0.210, -0.025, 0.081, 0.096, 0.018, 0.042, -0.016, 0.103, 0.042, 1.180, -0.331, -0.350, -0.223, 0.193, 0.106, -0.163, 0.206, 0.108, -0.034, 0.058, 0.000, 0.059, 0.211], "energy_ha": -1235.60005, "total_charge": 0, "relative_energy_kj_mol": 1178.8, "gap_ev": 7.701, "e_homo_ev": -7.62}

3.
{"formula": "C6H5BrFI", "method": "wB97M-V/def2-TZVPD", "species": ["F", "C", "I", "C", "C", "C", "C", "C", "Br", "H", "H", "H", "H", "H"], "coordinates": [[-2.592, 0.814, 0.684], [-1.257, 0.575, 0.753], [-0.354, 2.470, 0.872], [-0.772, -0.589, 1.113], [0.593, -1.040, 1.036], [1.320, -0.766, 0.002], [1.076, 0.264, -0.940], [-0.083, 0.227, -1.589], [-0.881, 1.656, -2.572], [-1.441, -1.332, 1.350], [1.048, -1.706, 1.756], [2.344, -1.100, -0.085], [1.597, 1.267, -0.814], [-0.597, -0.739, -1.566]], "lowdin_charge": [-0.055, -0.743, 0.991, -0.139, -0.096, -0.157, -0.309, -0.651, 0.644, 0.104, 0.118, 0.115, 0.091, 0.088], "energy_ha": -3203.08071, "total_charge": 0, "gap_ev": 8.664, "e_homo_ev": -8.60, "smiles": "F/C(I)=C/C=C\\C=C\\Br"}

4.
{"formula": "C11H26CaN2O2P2S", "method": "wB97M-V/def2-TZVPD", "species": ["Ca", "P", "P", "N", "N", "H", "H", "H", "C", "H", "C", "H", "H", "C", "C", "H", "C", "H", "H", "H", "H", "H", "O", "C", "C", "C", "H", "H", "H", "H", "H", "H", "H", "C", "H", "C", "S", "C", "O", "H", "H", "H", "H", "H", "H"], "coordinates": [[-0.544, 0.488, 0.574], [-2.056, -1.665, 1.915], [-0.780, 3.287, -0.357], [0.459, -1.615, -0.142], [1.141, 0.801, -1.139], [1.930, -2.457, -1.485], [3.006, -0.076, -1.731], [2.572, -1.567, -0.057], [1.785, -1.580, -0.830], [1.600, -0.579, -2.715], [1.929, -0.330, -1.681], [0.172, -3.611, -0.589], [1.971, 2.018, -2.622], [-0.191, -2.708, -0.053], [1.229, 1.935, -1.794], [-0.979, -3.810, 1.560], [-1.352, -3.050, 0.852], [-2.151, -3.496, 0.242], [-1.813, 3.634, -1.291], [-0.411, 4.616, 0.016], [-3.412, -1.933, 1.587], [-2.103, -2.480, 3.081], [-2.194, 0.004, -0.764], [-1.949, -0.688, -1.951], [-2.949, -1.792, -2.260], [-1.906, 0.289, -3.113], [-0.943, -1.204, -1.846], [-2.817, -2.658, -1.605], [-3.969, -1.408, -2.155], [-2.792, -2.133, -3.292], [-1.114, 1.036, -3.008], [-1.751, -0.233, -4.068], [-2.878, 0.799, -3.126], [0.501, 3.116, -1.583], [0.767, 3.942, -2.245], [2.267, 0.354, 4.537], [1.195, 1.557, 3.741], [2.412, 2.801, 3.286], [0.789, 0.901, 2.419], [2.492, 0.706, 5.549], [3.187, 0.240, 3.953], [1.723, -0.596, 4.592], [3.319, 2.305, 2.919], [1.975, 3.438, 2.508], [2.634, 3.404, 4.173]], "mulliken_spin": [-0.004, 0.000, -0.002, -0.002, 0.455, 0.001, 0.021, 0.003, 0.011, 0.022, -0.058, 0.000, 0.011, 0.002, -0.043, 0.000, 0.000, 0.000, 0.037, 0.019, 0.000, 0.000, -0.001, -0.003, 0.000, -0.009, 0.002, 0.000, 0.000, 0.000, 0.012, 0.000, 0.000, 0.510, 0.014, 0.000, 0.000, -0.001, 0.003, 0.000, 0.000, 0.000, 0.000, 0.001, 0.000], "energy_ha": -2452.98675, "total_charge": 1, "spin_multiplicity": 2, "relative_energy_kj_mol": 0.0, "gap_ev": [8.361, 5.799], "s_squared": 0.78, "e_homo_ev": [-10.56, -10.56]}

5.
{"formula": "F6H28O14P", "method": "wB97M-V/def2-TZVPD", "species": ["P", "F", "F", "F", "F", "F", "F", "O", "H", "H", "O", "H", "H", "O", "H", "H", "O", "H", "H", "O", "H", "H", "O", "H", "H", "O", "H", "H", "O", "H", "H", "O", "H", "H", "O", "H", "H", "O", "H", "H", "O", "H", "H", "O", "H", "H", "O", "H", "H"], "coordinates": [[0.127, 0.063, 0.378], [-1.369, 0.123, -0.295], [-0.244, 1.346, 1.324], [-0.357, -1.132, 1.428], [1.650, -0.022, 0.761], [0.283, -1.107, -0.652], [0.678, 1.014, -0.845], [-2.143, -0.170, 1.742], [-2.207, -0.598, 2.596], [-1.348, -0.533, 1.351], [-2.789, 1.591, -1.134], [-2.398, 0.814, -1.533], [-2.059, 2.204, -1.038], [-1.438, 0.030, -2.203], [-1.115, -0.283, -1.358], [-1.948, -0.702, -2.551], [3.056, 0.362, -0.740], [3.139, 0.512, -1.682], [2.413, -0.343, -0.665], [-1.814, 2.175, 1.248], [-1.080, 2.267, 0.640], [-2.148, 1.292, 1.089], [1.942, 2.839, -1.812], [1.929, 1.921, -1.543], [2.299, 2.824, -2.700], [1.839, -2.115, 1.510], [1.493, -1.460, 0.903], [2.098, -1.613, 2.283], [-1.379, -2.125, -0.847], [-0.941, -2.359, -1.665], [-0.685, -1.758, -0.299], [-0.891, -2.843, 1.586], [-0.184, -3.488, 1.558], [-0.535, -2.077, 1.136], [-0.928, -1.312, 3.307], [-0.529, -1.869, 2.638], [-1.827, -1.631, 3.379], [-0.763, 2.536, -0.715], [-0.299, 3.295, -1.068], [-0.120, 1.828, -0.740], [1.797, 0.825, 2.465], [1.311, 0.381, 1.769], [1.468, 1.724, 2.452], [2.167, -1.602, -0.829], [2.460, -2.498, -0.658], [1.737, -1.649, -1.683], [0.232, 1.283, -2.788], [-0.587, 1.545, -3.207], [0.006, 0.496, -2.291]], "lowdin_charge": [0.538, -0.117, -0.107, -0.099, -0.137, -0.145, -0.123, -0.032, 0.038, -0.134, -0.079, -0.068, -0.075, -0.064, -0.099, 0.114, -0.045, 0.046, -0.110, -0.099, -0.071, -0.014, -0.052, -0.019, 0.040, -0.006, -0.027, 0.073, -0.014, 0.069, -0.084, 0.009, 0.078, -0.237, -0.038, -0.033, 0.061, -0.009, 0.116, -0.140, -0.024, -0.166, 0.051, -0.011, 0.123, 0.125, -0.070, 0.074, -0.008], "energy_ha": -2009.73204, "total_charge": -1, "relative_energy_kj_mol": 3579.6, "gap_ev": 6.228, "e_homo_ev": -4.23}

6.
{"formula": "H30O15", "method": "wB97M-V/def2-TZVPD", "species": ["O", "H", "H", "O", "H", "H", "O", "H", "H", "O", "H", "H", "O", "H", "H", "O", "H", "H", "O", "H", "H", "O", "H", "H", "O", "H", "H", "O", "H", "H", "O", "H", "H", "O", "H", "H", "O", "H", "H", "O", "H", "H", "O", "H", "H"], "coordinates": [[-7.542, 3.764, 3.912], [-7.620, 3.649, 2.920], [-7.919, 2.896, 4.172], [-12.198, 7.846, 5.646], [-12.170, 6.899, 5.585], [-11.314, 8.245, 5.663], [-11.433, 7.983, 8.320], [-12.352, 8.199, 8.450], [-11.301, 7.585, 7.455], [-8.563, 6.333, 8.446], [-9.301, 6.496, 9.005], [-7.763, 6.460, 8.935], [-7.446, 8.483, 7.442], [-8.108, 7.825, 7.684], [-7.088, 8.706, 8.299], [-8.354, 6.182, 5.544], [-8.032, 5.330, 5.712], [-9.113, 6.281, 6.055], [-10.067, 7.422, 3.054], [-9.769, 7.789, 3.895], [-10.175, 6.457, 3.136], [-9.748, 8.765, 5.940], [-9.818, 9.554, 5.403], [-8.829, 8.445, 5.921], [-10.103, 4.691, 3.285], [-9.656, 4.382, 2.531], [-9.709, 4.252, 3.995], [-5.176, 3.303, 5.022], [-6.069, 3.587, 4.773], [-5.197, 2.455, 4.638], [-7.233, 6.213, 2.612], [-7.773, 6.098, 3.422], [-7.459, 5.482, 2.052], [-5.655, 6.580, 5.812], [-6.585, 6.534, 5.990], [-5.563, 6.748, 4.877], [-10.292, 3.029, 5.778], [-9.467, 2.992, 6.288], [-10.441, 2.080, 5.664], [-7.897, 4.035, 7.004], [-8.278, 4.178, 7.886], [-7.264, 3.355, 7.279], [-10.818, 5.559, 6.562], [-11.254, 5.360, 7.349], [-10.543, 4.674, 6.366]], "lowdin_charge": [-0.071, 0.104, 0.084, -0.070, 0.009, -0.025, -0.058, 0.037, -0.031, -0.014, 0.052, 0.070, -0.050, -0.022, 0.047, -0.025, -0.028, -0.025, -0.072, -0.007, -0.015, -0.037, 0.085, 0.044, 0.005, 0.027, -0.031, -0.048, -0.032, -0.004, -0.042, 0.002, 0.002, -0.047, -0.042, 0.028, -0.041, 0.026, 0.082, -0.045, 0.065, 0.087, -0.007, 0.040, -0.008], "energy_ha": -1146.53537, "total_charge": 0, "relative_energy_kj_mol": 274.9, "gap_ev": 8.847, "e_homo_ev": -9.69}